No. 1
The following is a DFT calculation (ωB97M-V/def2-TZVPD) of C23H36N4O5PdS as an isolated structure.

Highest occupied orbital energy ... -0.2559 hartree

```
! RIJCOSX wB97M-V def2-TZVPD def2/J DEFGRID3
* xyz 0 1
Pd -0.287 -0.962 -2.661
C -2.687 -1.615 0.472
N -2.715 -1.304 1.882
C -3.852 -0.636 2.540
C -1.791 -1.833 2.723
O -1.902 -1.831 3.925
C -0.439 -2.309 2.175
O 0.364 -1.199 2.446
C 1.637 -1.338 1.908
C 2.655 -0.355 2.487
O 2.352 0.330 3.476
N 3.814 -0.276 1.784
C 4.744 0.790 2.169
C 3.972 -0.848 0.451
H -1.736 -1.338 0.027
H -3.332 -0.920 0.025
H -3.189 -2.581 0.154
H -4.264 -1.365 3.262
H -4.590 -0.354 1.788
H -3.495 0.285 3.064
H -0.351 -2.597 1.120
H -0.156 -3.222 2.747
H 1.612 -1.347 0.837
H 2.033 -2.355 2.098
H 5.713 0.369 2.198
H 4.504 1.096 3.185
H 4.615 1.635 1.506
H 5.023 -0.829 0.169
H 3.454 -0.298 -0.288
H 3.630 -1.926 0.444
C -1.493 4.244 1.237
N -0.774 3.089 0.716
N -0.886 2.979 -0.670
C -0.700 1.639 -1.005
O -0.530 1.201 -2.148
C -0.617 0.922 0.252
C -0.747 1.864 1.251
C -0.750 1.632 2.719
C -0.287 3.979 -1.526
C 1.066 4.356 -1.258
C 1.710 5.410 -1.921
C 0.983 6.074 -2.958
C -0.311 5.695 -3.237
C -0.940 4.635 -2.545
H -0.905 4.656 2.060
H -2.519 4.029 1.574
H -1.535 4.980 0.475
H -0.482 -0.129 0.308
H -1.698 1.148 3.061
H -0.720 2.545 3.298
H 0.121 1.117 3.043
H 1.581 3.904 -0.369
H 2.717 5.666 -1.611
H 1.435 6.863 -3.558
H -0.831 6.268 -3.975
H -1.929 4.316 -2.792
O 1.076 -3.358 -4.229
S 0.014 -3.001 -3.236
C 0.463 -4.093 -1.803
C -0.328 -5.363 -1.898
C -0.981 -5.397 -3.339
C -1.416 -3.952 -3.587
H 0.265 -3.510 -0.878
H 1.554 -4.268 -1.978
H -1.200 -5.325 -1.203
H 0.168 -6.274 -1.662
H -1.818 -6.160 -3.382
H -0.176 -5.732 -4.007
H -2.082 -3.739 -2.763
H -1.833 -3.779 -4.567
*
```

=====

No. 2
The following is a DFT calculation (ωB97M-V/def2-TZVPD) of a 6-piece molecular cluster, C10H33O6 overall.

Highest occupied orbital energy ... -0.4760 hartree

```
! RIJCOSX wB97M-V def2-TZVPD def2/J DEFGRID3
* xyz 1 1
O 0.542 0.184 -0.192
H 0.103 0.137 -1.045
H 0.074 0.652 0.504
H 0.631 -0.727 0.098
C 1.068 1.146 -4.059
C 0.358 0.956 -5.426
O -0.903 0.450 -5.141
H 1.142 0.153 -3.615
H 0.506 1.822 -3.414
H 2.033 1.649 -4.017
H 1.054 0.244 -5.870
H 0.306 1.910 -5.949
H -0.999 -0.208 -5.834
C 3.057 -0.608 3.751
C 3.419 0.034 2.410
O 2.793 -0.764 1.505
H 3.334 0.049 4.575
H 3.302 -1.661 3.892
H 2.008 -0.650 4.046
H 4.502 0.068 2.295
H 2.936 1.009 2.483
H 3.297 -1.576 1.417
C -2.380 1.745 -0.755
C -2.270 1.231 -2.208
O -1.171 0.311 -2.230
H -3.268 2.376 -0.798
H -1.651 2.495 -0.449
H -2.455 0.899 -0.072
H -2.327 2.069 -2.902
H -3.147 0.652 -2.499
H -1.004 0.034 -3.134
C -0.803 1.281 4.079
C -1.082 0.588 2.652
O -0.494 1.499 1.698
H -1.371 0.672 4.783
H -0.970 2.358 4.070
H 0.217 1.202 4.455
H -2.148 0.383 2.556
H -0.446 -0.297 2.634
H -0.712 2.407 1.921
C -1.745 -2.572 0.410
C -0.391 -3.376 0.461
O 0.612 -2.374 0.267
H -1.972 -1.585 0.814
H -2.560 -3.152 0.844
H -1.885 -2.425 -0.661
H -0.336 -4.131 -0.324
H -0.248 -3.773 1.466
H 1.443 -2.787 0.510
*
```

=====

No. 3
The following is a DFT calculation (ωB97M-V/def2-TZVPD) of C2H5N2OS2 as an isolated structure.

Highest occupied orbital energy ... -0.5321 hartree

```
! RIJCOSX wB97M-V def2-TZVPD def2/J DEFGRID3
* xyz 1 1
C -0.443 0.522 -0.768
C 1.403 -0.630 0.845
N -0.953 -0.638 -0.537
N -1.246 1.435 -1.343
O 0.798 -0.297 2.056
S 1.201 0.854 -0.247
S 0.662 -2.071 0.007
H 2.608 -0.774 0.999
H -1.834 -0.833 -0.765
H -2.081 1.155 -1.688
H -1.020 2.420 -1.211
H 0.906 -1.143 2.651
*
```

=====

No. 4
The following is a DFT calculation (ωB97M-V/def2-TZVPD) of C31H26Br2FeI2N6O3S as an isolated structure.

Highest occupied orbital energy (spin up / spin down) ... -0.2709 / -0.2733 hartree
Expectation value of S² ... 6.012

```
! RIJCOSX wB97M-V def2-TZVPD def2/J DEFGRID3
* xyz 0 5
Fe -0.380 0.088 -1.002
C 2.696 3.116 -0.922
C 2.261 2.736 0.484
N 2.443 3.547 1.539
C 1.956 3.191 2.763
C 1.264 1.990 2.997
C 0.830 1.606 4.405
O -0.647 1.572 4.542
C 1.009 1.163 1.906
C 0.122 0.021 2.116
N -0.589 -0.553 1.214
C -1.530 -1.483 1.705
C -1.109 -2.758 2.064
C -1.980 -3.718 2.614
C -3.339 -3.448 2.607
C -3.748 -2.201 2.210
C -2.895 -1.244 1.727
I -3.730 0.551 1.189
C 1.579 1.477 0.651
O 1.467 0.672 -0.388
H 2.957 4.234 -0.996
H 1.891 2.918 -1.626
H 3.536 2.492 -1.176
H 2.069 3.903 3.579
H 1.201 2.288 5.181
H 1.239 0.603 4.620
H -0.999 2.346 4.074
H -0.053 -0.305 3.131
H -0.009 -2.832 2.143
H -1.601 -4.723 2.810
H -4.076 -4.179 2.871
H -4.756 -1.921 2.285
Br 0.128 1.541 -5.803
C -0.460 2.551 -4.363
C -0.711 3.896 -4.651
C -1.038 4.685 -3.620
Br -1.375 6.557 -4.108
C -1.166 4.138 -2.280
C -1.494 4.894 -1.142
C -1.456 4.327 0.105
C -1.238 2.960 0.199
N -0.994 2.198 -0.837
C -0.895 2.761 -2.076
C -0.575 1.882 -3.173
O -0.451 0.604 -2.905
H -0.587 4.298 -5.658
H -1.694 5.923 -1.297
H -1.739 4.887 0.988
H -1.239 2.365 1.109
S -2.054 -1.795 -1.455
C -1.638 -3.456 -1.199
N -2.597 -4.424 -1.251
C -1.980 -5.717 -1.475
C -0.485 -5.463 -0.969
N -0.456 -4.029 -1.081
H -3.537 -4.203 -1.513
H -1.952 -5.935 -2.563
H -2.467 -6.508 -0.889
H 0.185 -6.021 -1.650
H -0.323 -5.793 0.053
H 0.338 -3.431 -0.953
I 4.568 -0.936 2.465
C 3.699 -1.196 0.527
C 4.280 -0.649 -0.644
C 3.713 -0.987 -1.876
C 2.607 -1.801 -1.936
N 1.964 -2.223 -0.831
C 2.572 -1.998 0.336
H 5.156 0.041 -0.575
H 4.155 -0.635 -2.803
H 2.062 -2.031 -2.795
H 2.099 -2.427 1.269
*
```

=====

For the records above, the corresponding relative energy (zero: lowest compared OMol25 entry of this formula, charge and spin) values read 0.0; 43.0; 49.9; 10.8 kcal per mole.
For the records above, the corresponding strongest force on any atom values read 2.889; 4.015; 7.743; 2.228 eV/A.